C5H9NO | ωB97M-V/def2-TZVPD

Structure (XYZ):
```
16
Properties=species:S:1:pos:R:3
C -2.078 -0.380 0.138
C -1.018 0.446 0.711
N -0.027 -0.044 1.594
C 0.129 0.876 0.028
C 1.073 0.258 -0.817
C 2.292 -0.345 -0.338
O 1.235 -1.156 -0.707
H -2.652 0.188 -0.587
H -2.731 -0.758 0.922
H -1.654 -1.231 -0.370
H -1.418 1.357 1.169
H -0.081 -1.052 1.571
H 0.205 1.936 -0.053
H 1.064 0.651 -1.820
H 3.144 -0.381 -0.986
H 2.493 -0.334 0.712
```

The total energy is -8864.1923 eV. As for the HOMO energy: -8.6 eV. The value obtained for the HOMO-LUMO gap is 0.351 Eh. As for the SMILES: C[C@H]1N[C@H]1[C@H]1CO1. The value obtained for the LUMO energy is 0.9 eV. As for the spin multiplicity: 1.

Results of the natural (NBO) charge analysis, in e, for atoms 1 through 6: atom 1 (C): -0.619, atom 2 (C): -0.117, atom 3 (N): -0.611, atom 4 (C): -0.032, atom 5 (C): -0.004, atom 6 (C): -0.082

=====

C4H12NO | ωB97M-V/def2-TZVPD

Structure (XYZ):
```
18
Properties=species:S:1:pos:R:3
C -1.282 -1.854 -0.094
C -1.396 -0.374 -0.337
C -0.849 0.562 0.613
C -1.231 1.869 0.853
N 2.627 -0.172 0.886
H -1.297 -2.404 -1.040
H -2.114 -2.232 0.559
H -2.255 0.017 -0.923
H -0.344 -2.016 0.475
H -0.105 0.160 1.199
H -0.777 2.386 1.696
H -2.059 2.270 0.257
H 3.244 -0.969 1.008
H 2.432 0.014 -0.104
H 3.076 0.636 1.315
H 1.100 0.520 -2.570
H 0.178 0.015 -1.296
O 1.136 0.198 -1.624
```

The charge is +1. The total energy is -7870.2893 eV. As for the HOMO energy: -12.9 eV. The value obtained for the HOMO-LUMO gap is 0.192 Eh. The value obtained for the LUMO energy is -7.6 eV. As for the spin multiplicity: 1.

Results of the natural (NBO) charge analysis, in e, for atoms 1 through 6: atom 1 (C): -0.722, atom 2 (C): 0.180, atom 3 (C): -0.339, atom 4 (C): 0.007, atom 5 (N): -1.127, atom 6 (H): 0.280

=====

C4H5O2V | ωB97M-V/def2-TZVPD

Structure (XYZ):
```
12
Properties=species:S:1:pos:R:3
H 0.351 0.727 1.999
C -0.340 0.450 0.888
C 0.749 1.232 0.623
O 1.748 1.300 -0.021
V 3.328 2.451 -0.317
H -1.319 0.933 0.935
O -1.177 -0.652 -2.022
C -0.896 -0.862 -0.846
C -0.567 -1.667 0.159
H -0.993 0.255 -2.351
H 0.476 -1.997 0.233
H -1.361 -2.171 0.720
```

The charge is +2. The total energy is -33983.7894 eV. As for the HOMO energy (spin up / spin down): -15.0 / -17.3 eV. The value obtained for the HOMO-LUMO gap (spin up / spin down) is 0.204 / 0.290 Eh. The value obtained for the LUMO energy (spin up / spin down) is -9.4 / -9.4 eV. As for the spin multiplicity: 5.

Results of the natural (NBO) charge analysis, in e, for atoms 1 through 6: atom 1 (H): 0.361, atom 2 (C): -0.586, atom 3 (C): 0.541, atom 4 (O): -0.666, atom 5 (V): 0.960, atom 6 (H): 0.298

=====

C24H14Cl5PSr | ωB97M-V/def2-TZVPD

Structure (XYZ):
```
45
Properties=species:S:1:pos:R:3
Sr 0.810 -1.000 -1.542
C 1.357 3.945 -1.430
C -0.013 3.710 -1.484
C -0.562 2.642 -0.795
C 0.245 1.798 -0.021
C 1.616 2.044 0.029
C 2.168 3.110 -0.678
P -0.554 0.353 0.805
C -1.649 1.110 2.038
C -2.817 0.437 2.382
C -3.666 0.952 3.353
C -3.356 2.151 3.978
C -2.192 2.829 3.639
C -1.339 2.310 2.677
C 0.831 -0.453 1.679
C 0.989 -0.352 3.060
C 2.045 -1.012 3.670
C 2.929 -1.746 2.890
C 2.751 -1.819 1.511
C 1.694 -1.190 0.831
H 1.787 4.776 -1.973
H -0.652 4.359 -2.069
H -1.630 2.458 -0.853
H 2.250 1.401 0.628
H 3.234 3.292 -0.628
H -3.066 -0.495 1.887
H -4.572 0.421 3.614
H -4.022 2.559 4.728
H -1.947 3.763 4.129
H -0.429 2.840 2.422
H 0.296 0.227 3.662
H 2.175 -0.953 4.744
H 3.754 -2.266 3.363
H 3.472 -2.407 0.949
Cl -0.760 -3.989 -1.450
C -0.374 -3.704 -3.163
C 0.351 -2.569 -3.434
C 0.611 -2.339 -4.763
Cl 1.501 -0.847 -5.145
C 0.213 -3.178 -5.796
Cl 0.586 -2.825 -7.441
C -0.508 -4.328 -5.464
Cl -1.021 -5.407 -6.702
C -0.816 -4.599 -4.129
Cl -1.720 -6.004 -3.709
```

The total energy is -97851.0551 eV. As for the HOMO energy: -8.1 eV. The value obtained for the HOMO-LUMO gap is 0.291 Eh. The value obtained for the LUMO energy is -0.2 eV. As for the spin multiplicity: 1.

Results of the natural (NBO) charge analysis, in e, for atoms 1 through 6: atom 1 (Sr): 1.771, atom 2 (C): -0.209, atom 3 (C): -0.194, atom 4 (C): -0.253, atom 5 (C): -0.280, atom 6 (C): -0.277